(1)
Density functional theory data (ωB97M-V/def2-TZVPD) for the molecule C21H23ClN4O2.

Computed properties:
**Net charge**: 0
**ΔE to the lowest compared entry with this formula, charge and spin**: 0.9 kcal per mole
**Gap between HOMO and LUMO**: 8.41 eV
**LUMO**: 0.53 eV
**SMILES**: NC(=O)NCCCC(=O)NC[C@@H](c1ccccc1Cl)c1c[nH]c2ccccc12
**F_max**: 0.662 eV Å⁻¹

Geometry as XYZ:
```
51
Properties=species:S:1:pos:R:3:forces:R:3:mulliken_charge:R:1
N 0.959959 -0.373517 -3.413729 0.20 -0.01 -0.03 -0.400
C -0.360103 -0.719109 -3.356482 0.32 0.38 -0.33 0.609
O -0.740752 -1.869568 -3.203771 -0.31 -0.58 0.06 -0.730
N -1.203314 0.327993 -3.583358 -0.10 0.26 -0.14 -0.211
C -2.604270 0.231362 -3.265558 -0.12 -0.22 0.24 -1.113
C -2.918722 0.610982 -1.810990 0.00 0.03 -0.32 0.162
C -2.446124 2.028645 -1.443813 0.07 -0.19 -0.01 -1.021
C -0.990564 2.042623 -0.995618 -0.54 0.21 -0.06 0.753
O -0.055392 2.144002 -1.771280 0.34 0.14 -0.23 -0.749
N -0.827537 1.937491 0.335377 -0.05 -0.09 0.54 -0.053
C 0.459261 1.917530 0.983205 0.38 -0.01 0.11 -1.595
C 0.790487 0.586345 1.703125 -0.05 0.09 -0.28 0.724
C -0.124210 0.348301 2.879006 0.29 0.07 0.13 -0.108
C -1.468817 0.022341 2.728672 -0.04 -0.03 0.05 0.216
C -2.302481 -0.174508 3.814796 -0.09 0.00 -0.02 -1.298
C -1.807067 -0.048433 5.099776 0.03 0.01 -0.01 -0.412
C -0.477091 0.279138 5.284371 -0.01 0.00 0.04 -0.684
C 0.345957 0.477385 4.187140 -0.26 -0.04 0.01 0.697
Cl 1.997776 0.899567 4.511361 0.20 0.06 0.10 -0.246
C 0.892177 -0.542692 0.719902 -0.11 0.06 0.10 0.885
C -0.066027 -1.320561 0.134092 -0.07 0.11 0.23 -0.692
N 0.498217 -2.207198 -0.737156 -0.02 -0.29 -0.04 0.126
C 1.841106 -1.982962 -0.778881 0.34 0.13 0.30 -1.263
C 2.831792 -2.596297 -1.538817 -0.01 -0.08 -0.08 -0.947
C 4.128369 -2.163623 -1.365573 -0.02 -0.08 -0.12 -0.417
C 4.437494 -1.148976 -0.454620 0.20 0.13 0.08 -0.922
C 3.461610 -0.538740 0.300237 -0.02 -0.02 -0.01 -0.368
C 2.137803 -0.949666 0.142137 -0.12 -0.31 -0.33 0.856
H 1.213461 0.577906 -3.204205 0.02 0.02 0.07 0.283
H 1.629491 -1.079100 -3.151188 -0.10 0.05 0.04 0.234
H -0.793088 1.247043 -3.478513 0.00 -0.12 0.01 0.309
H -3.158912 0.884985 -3.945750 -0.02 -0.08 0.04 0.361
H -2.903834 -0.804466 -3.442549 -0.05 0.17 -0.06 0.433
H -3.999223 0.544390 -1.670997 -0.01 -0.03 0.06 0.404
H -2.445719 -0.116026 -1.148634 -0.06 -0.07 0.05 -0.165
H -3.070714 2.427205 -0.642312 0.01 0.05 -0.03 0.386
H -2.548625 2.681103 -2.312998 0.03 0.09 0.08 0.401
H -1.635980 1.872058 0.933234 -0.03 0.11 -0.20 0.306
H 1.203558 2.086448 0.201522 -0.06 0.03 0.14 0.406
H 0.506897 2.735477 1.710769 0.06 -0.03 -0.09 0.434
H 1.797942 0.729991 2.102725 -0.18 0.00 -0.07 0.484
H -1.876717 -0.092928 1.738368 -0.04 -0.05 -0.13 0.137
H -3.339592 -0.428875 3.654984 -0.08 -0.03 -0.02 0.410
H -2.447803 -0.203276 5.953960 -0.05 -0.01 0.08 0.391
H -0.070960 0.383873 6.278453 0.06 0.01 0.06 0.434
H -1.126499 -1.356398 0.288754 -0.15 0.03 0.02 0.389
H -0.020485 -2.712087 -1.443852 0.04 0.18 -0.01 0.423
H 2.585384 -3.382608 -2.237373 0.01 -0.10 -0.07 0.462
H 4.923455 -2.614335 -1.940948 0.05 -0.05 -0.05 0.404
H 5.467263 -0.841356 -0.346288 0.07 0.03 0.02 0.402
H 3.721162 0.243121 0.999288 0.04 0.09 0.07 0.473
```
Forces are in eV/Å.

(2)
Density functional theory data (ωB97M-V/def2-TZVPD) for a structure of composition CH8N2O3Rb at a distorted geometry.

Computed properties:
**Net charge**: +1
**ΔE to the lowest compared entry with this formula, charge and spin**: 108.1 kcal per mole
**Gap between HOMO and LUMO**: 10.48 eV
**LUMO**: -3.38 eV
**F_max**: 5.649 eV Å⁻¹

Geometry as XYZ:
```
15
Properties=species:S:1:pos:R:3:forces:R:3:mulliken_charge:R:1
Rb 1.298750 -0.073904 -0.103151 0.84 -2.31 2.59 0.884
C -1.603747 -0.084275 -0.279675 2.39 4.20 -1.63 0.840
O -0.655133 0.449368 -0.891554 -5.13 0.91 -1.76 -0.772
N -1.465344 -1.202365 0.306796 0.92 -5.34 1.61 -0.399
N -2.714786 0.490616 0.087854 -2.71 1.84 0.32 -0.380
H -2.320218 -1.580114 0.689678 0.81 -0.98 0.13 0.177
H -0.642897 -1.749034 0.095035 -0.90 -0.62 0.08 0.163
H -2.757020 1.499198 0.120720 -0.27 -0.22 -0.22 0.257
H -3.204766 -0.048392 0.787483 -0.53 0.98 -0.05 0.161
O 1.594660 0.714347 -2.144149 1.00 1.43 -3.49 -0.710
H 1.068934 1.480505 -2.374031 -0.33 0.23 -0.47 0.372
H 2.385527 1.076937 -1.745043 0.64 0.51 -0.81 0.356
O 2.737202 -0.414136 1.547252 2.69 -0.58 2.80 -0.611
H 3.614637 -0.783579 1.646568 0.46 -0.25 0.30 0.319
H 2.664198 0.224829 2.256217 0.12 0.18 0.58 0.344
```
Forces are in eV/Å.

(3)
Density functional theory data (ωB97M-V/def2-TZVPD) for a structure of composition C47H31Cl8F5HgIN2OP2S.

Computed properties:
**Net charge**: -2
**ΔE to the lowest compared entry with this formula, charge and spin**: 10.3 kcal per mole
**<S²>**: 0.76
**Gap between HOMO and LUMO (spin up / spin down)**: 6.10 / 6.10 eV
**LUMO (spin up / spin down)**: 3.58 / 3.58 eV
**2S+1**: 2
**F_max**: 0.493 eV Å⁻¹

Geometry as XYZ:
```
99
Properties=species:S:1:pos:R:3:forces:R:3:mulliken_charge:R:1
Hg -1.465217 2.005087 0.174870 -0.15 0.46 -0.08 2.197
Cl 2.699668 5.654165 5.180926 -0.03 -0.02 -0.04 -0.250
C 1.571197 5.187637 3.951841 0.01 0.03 0.01 0.264
C 1.666514 3.947712 3.331867 0.04 -0.03 0.02 -0.044
Cl 2.925178 2.851452 3.797982 -0.04 0.02 -0.01 -0.223
C 0.765635 3.579402 2.347556 0.03 -0.05 -0.01 -0.013
Cl 0.923010 2.031093 1.579219 -0.04 0.08 -0.01 0.307
C -0.301993 4.415954 1.917648 0.07 -0.01 0.11 -0.247
O -1.152551 4.100618 1.033715 0.10 -0.25 0.00 -0.851
C -0.360514 5.679257 2.580508 -0.05 -0.03 -0.03 0.288
Cl -1.639619 6.732896 2.104180 0.02 -0.01 0.01 -0.204
C 0.542841 6.047649 3.557751 0.03 0.04 0.05 0.100
Cl 0.405232 7.598123 4.317205 0.00 -0.03 -0.02 -0.227
C 1.242618 -1.932310 -0.320580 -0.04 -0.06 -0.06 -2.670
N 0.141556 -2.877178 -0.222198 0.05 -0.01 -0.02 2.005
C -1.217504 -2.436787 0.015247 -0.04 0.01 0.02 -2.760
P -1.390436 -1.041267 1.246068 0.01 0.02 0.16 1.009
C -0.509315 -1.718707 2.701597 -0.01 -0.04 0.01 0.144
C -0.286356 -3.078266 2.920461 0.02 0.00 0.01 -0.346
C 0.416636 -3.506345 4.037261 -0.02 0.02 -0.02 -0.718
C 0.890883 -2.581656 4.959311 0.00 0.02 0.00 -0.542
C 0.660253 -1.228212 4.760943 0.01 -0.01 0.00 -0.685
C -0.027143 -0.799299 3.633245 -0.02 0.01 -0.02 -0.287
C -3.143876 -1.303117 1.691007 0.02 -0.03 -0.10 0.870
C -4.095692 -1.272316 0.672460 0.03 -0.01 -0.02 -0.531
C -5.450086 -1.306947 0.969369 -0.02 0.04 0.04 -0.719
C -5.871825 -1.343317 2.289366 0.01 -0.03 -0.07 -0.470
C -4.932597 -1.378416 3.307758 0.06 -0.04 0.03 -0.660
C -3.578165 -1.371691 3.012130 -0.02 0.04 0.04 -0.429
C 0.386301 -4.221527 -0.433061 0.01 0.06 0.03 0.702
C -0.627620 -5.092715 -0.866039 0.00 -0.02 -0.01 -0.436
C -0.369382 -6.438813 -1.067311 -0.01 0.00 0.00 -0.787
C 0.895966 -6.968800 -0.858044 -0.01 0.01 0.01 -0.532
C 1.904962 -6.115093 -0.433337 0.00 0.01 0.01 -0.723
C 1.663151 -4.769052 -0.217280 0.00 -0.02 -0.01 -0.520
P 0.856841 -0.274455 -1.140027 0.03 0.07 -0.03 0.631
C 2.579937 0.036454 -1.683971 0.01 -0.01 0.02 0.894
C 3.536329 0.301300 -0.703646 -0.03 0.02 0.01 -0.742
C 4.851141 0.570170 -1.051229 0.01 0.02 -0.02 -0.747
C 5.227359 0.593102 -2.387681 -0.01 0.01 0.02 -0.581
C 4.279209 0.345735 -3.369614 -0.02 0.02 0.00 -0.579
C 2.964563 0.066675 -3.020936 0.00 0.02 -0.02 -0.365
C 0.040782 -0.840555 -2.680892 -0.04 0.02 0.01 0.489
C -0.887188 0.029205 -3.256601 0.02 -0.07 -0.01 -0.226
C -1.592102 -0.346178 -4.392890 -0.03 0.01 0.02 -0.896
C -1.389649 -1.597126 -4.957077 0.01 0.00 0.01 -0.621
C -0.464886 -2.468407 -4.394649 0.02 0.01 0.02 -0.779
C 0.250883 -2.089162 -3.267845 -0.03 0.01 -0.01 -0.270
H 2.038998 -2.402189 -0.895797 0.00 -0.01 -0.02 1.190
H 1.667600 -1.686533 0.662990 -0.02 -0.01 0.03 0.256
H -1.794832 -3.276596 0.400932 0.00 -0.01 0.00 1.061
H -1.715895 -2.102064 -0.905575 0.02 0.00 0.00 0.461
H -0.659172 -3.815392 2.220823 0.00 -0.01 -0.03 0.336
H 0.590938 -4.564941 4.187854 0.00 0.00 0.00 0.408
H 1.439104 -2.917861 5.831145 0.00 0.00 0.00 0.340
H 1.022771 -0.499344 5.474981 0.00 0.00 0.00 0.459
H -0.197612 0.258920 3.472343 -0.01 -0.02 0.00 0.243
H -3.783527 -1.185039 -0.362132 -0.01 -0.01 -0.01 0.188
H -6.176216 -1.248168 0.168058 0.00 -0.02 -0.01 0.387
H -6.925054 -1.287901 2.526550 0.00 0.00 0.02 0.369
H -5.255245 -1.356210 4.340192 -0.01 0.01 -0.02 0.363
H -2.856021 -1.366197 3.819576 0.00 -0.01 0.00 0.407
H -1.614067 -4.706656 -1.080685 0.00 -0.01 0.00 0.400
H -1.174081 -7.078180 -1.410761 0.00 0.00 0.00 0.388
H 1.091055 -8.020628 -1.020559 0.00 0.00 0.00 0.386
H 2.900307 -6.502355 -0.249799 0.00 0.00 0.00 0.387
H 2.461624 -4.140720 0.151246 0.00 0.00 0.00 0.449
H 3.247017 0.334895 0.341495 -0.01 0.00 0.00 0.329
H 5.576105 0.789558 -0.277029 0.00 0.00 0.00 0.391
H 6.248783 0.825955 -2.662590 0.00 0.00 0.00 0.360
H 4.557446 0.386124 -4.415897 -0.01 0.01 0.00 0.416
H 2.228644 -0.103938 -3.796636 0.00 0.02 0.00 0.377
H -1.032486 1.015740 -2.827705 0.06 -0.05 -0.07 0.328
H -2.303300 0.345707 -4.826793 0.00 0.02 0.00 0.413
H -1.948584 -1.894124 -5.836631 0.00 0.00 0.00 0.345
H -0.297496 -3.445342 -4.832382 0.00 0.00 0.00 0.396
H 0.974705 -2.778950 -2.853085 0.03 -0.02 0.05 0.438
Cl -3.742945 1.911683 6.100729 -0.03 0.02 -0.06 -0.179
C -3.942129 2.664122 4.557998 0.10 -0.07 -0.01 -0.058
Cl -4.182887 4.363749 4.555209 -0.03 -0.05 0.00 -0.150
Cl -6.259623 1.702412 3.837714 -0.02 0.07 0.05 -0.617
C -3.123182 2.156293 3.533624 0.01 0.10 0.11 -0.188
N -2.425386 1.749761 2.707106 -0.06 -0.01 0.03 0.342
I -3.379243 3.008169 -2.646739 -0.06 0.06 -0.03 -0.042
C -3.145546 1.608073 -1.055404 0.09 -0.16 -0.05 -1.205
H -3.106364 0.639408 -1.540072 0.01 -0.03 0.04 0.105
H -4.030327 1.687424 -0.431496 -0.02 -0.02 -0.02 0.642
F 4.919225 5.149491 -5.540786 0.00 0.00 0.00 -0.354
C 3.963226 4.657354 -4.725706 0.01 0.01 -0.01 0.653
C 3.965676 4.951515 -3.375083 0.00 0.00 0.02 0.075
F 4.942022 5.732701 -2.875360 0.00 0.00 -0.01 -0.340
C 2.982461 4.445278 -2.547476 0.03 0.01 0.04 -0.020
F 3.064675 4.767808 -1.249572 -0.01 -0.01 0.00 -0.312
C 1.944949 3.616986 -3.000948 0.00 -0.11 0.02 -0.237
S 0.764736 2.931125 -1.946006 0.02 0.06 -0.07 0.090
C 1.985298 3.351637 -4.376836 -0.02 -0.07 -0.04 -0.117
F 1.057958 2.553474 -4.934936 0.00 0.01 0.02 -0.371
C 2.957766 3.850461 -5.221643 0.01 -0.01 0.01 0.146
F 2.943201 3.547533 -6.535028 0.00 0.00 0.00 -0.351
```
Forces are in eV/Å.